[1]
DFT (ωB97M-V/def2-TZVPD) results for C48H51N4O5PtSTe as an isolated structure at a distorted geometry.

```
! RIJCOSX wB97M-V def2-TZVPD def2/J DEFGRID3
* xyz 1 1
Pt -0.34810 -0.58565 0.16506
C 5.39715 1.41770 3.84812
C 4.36146 0.93912 2.86620
C 4.62712 0.86558 1.50032
C 3.69080 0.40253 0.59919
C 4.07703 0.43889 -0.85423
O 4.31851 1.50453 -1.37676
C 4.25257 -0.83730 -1.60686
C 4.37990 -0.78895 -2.99304
C 4.59813 -1.95428 -3.70916
C 4.69690 -3.17116 -3.04292
C 4.57689 -3.22250 -1.66030
C 4.35338 -2.05502 -0.94253
C 2.40781 -0.00520 1.02049
O 1.61585 -0.49044 0.08650
C 2.08506 0.14746 2.39101
C 3.09321 0.59336 3.27209
C 0.76106 -0.10978 2.96026
N -0.29068 -0.39816 2.26667
C -1.56928 -0.63258 2.97298
C -1.67822 -1.98973 3.66212
Te -1.23529 -3.79074 2.56538
C 0.85067 -3.79656 2.90032
C 1.72339 -3.13765 2.03862
C 3.08851 -3.13056 2.29234
C 3.59243 -3.79153 3.40409
C 2.72870 -4.46355 4.25838
C 1.36219 -4.46874 4.00792
C 0.64971 0.02406 4.45372
C 0.20087 1.22421 4.99501
C 0.12246 1.38196 6.37077
C 0.49839 0.34399 7.21158
C 0.96128 -0.84818 6.67328
C 1.04339 -1.00891 5.29741
H 6.38564 1.44666 3.39188
H 5.44780 0.76185 4.71779
H 5.16858 2.42275 4.20712
H 5.59080 1.18982 1.12193
H 4.32023 0.17084 -3.48939
H 4.69750 -1.91779 -4.78615
H 4.87985 -4.07938 -3.60273
H 4.67297 -4.16789 -1.14154
H 4.26469 -2.08425 0.13650
H 2.85717 0.68134 4.32288
H -2.36892 -0.52640 2.25042
H -1.71351 0.14212 3.72606
H -2.70534 -2.12861 4.00112
H -1.03720 -2.03346 4.53930
H 1.33505 -2.60691 1.17795
H 3.75547 -2.59744 1.62609
H 4.65593 -3.78430 3.60467
H 3.11785 -4.98592 5.12269
H 0.69232 -4.99254 4.67790
H -0.08073 2.04032 4.33968
H -0.22784 2.31793 6.78535
H 0.43780 0.46756 8.28460
H 1.26689 -1.65625 7.32490
H 1.42287 -1.93343 4.87978
C -1.14732 -9.25452 -0.78496
C -1.94095 -7.97755 -0.74340
C -2.70339 -7.64711 0.37348
C -3.45699 -6.48541 0.43388
C -3.43937 -5.60961 -0.64780
N -4.19153 -4.41005 -0.68688
C -4.83920 -3.80231 0.33234
O -4.98775 -4.22718 1.45550
N -5.38625 -2.53713 -0.06560
C -4.56021 -1.41559 -0.12116
C -5.10535 -0.14330 -0.28076
C -4.26444 0.94907 -0.34808
C -2.89810 0.76742 -0.24339
N -2.37941 -0.45512 -0.07658
C -3.17812 -1.52325 -0.02262
C -2.68210 -5.91689 -1.77123
C -1.95026 -7.09298 -1.81580
H -1.78769 -10.11861 -0.60375
H -0.36988 -9.25976 -0.01902
H -0.66707 -9.38983 -1.75310
H -2.72325 -8.32243 1.22103
H -4.04744 -6.25953 1.30694
H -4.20242 -3.92257 -1.56970
H -6.25846 -2.36667 0.41648
H -6.17856 -0.02162 -0.36046
H -4.65995 1.94536 -0.48451
H -2.18926 1.58401 -0.28222
H -2.68836 -2.47815 0.08926
H -2.66448 -5.23067 -2.61106
H -1.37699 -7.32624 -2.70557
C -0.16427 4.28843 1.08785
C 0.93340 4.28910 0.01661
C 0.83954 2.88655 -0.60476
O -0.10214 2.14479 0.19917
C -0.23231 2.81724 1.45052
H -1.12008 4.61002 0.67082
H 0.07191 4.92683 1.93784
H 1.91208 4.43247 0.47392
H 0.79425 5.07563 -0.72196
H 1.80364 2.37414 -0.59782
H 0.45344 2.89133 -1.62390
H 0.59989 2.53902 2.11079
H -1.17167 2.49844 1.90638
C 0.48559 -3.90141 -1.22834
S -0.19417 -2.29989 -1.59830
C 0.96187 -1.78313 -2.84102
O -1.52272 -2.51409 -2.21508
H 0.37559 -4.47576 -2.14720
H -0.10481 -4.34073 -0.42705
H 1.53049 -3.80638 -0.93368
H 1.95778 -1.77871 -2.40254
H 0.68787 -0.77368 -3.13905
H 0.89646 -2.47024 -3.68424
*
```

Computed properties:
HOMO-LUMO gap: 7.59 eV
maximum force: 0.036 Eh/bohr
relative energy (zero: lowest compared OMol25 entry of this formula, charge and spin): 10.7 kcal/mol

---

[2]
DFT (ωB97M-V/def2-TZVPD) results for C48H53MnO10P3S2 as an isolated structure.

```
! RIJCOSX wB97M-V def2-TZVPD def2/J DEFGRID3
* xyz -1 5
Mn -0.38570 0.58285 -0.92968
O -0.11100 0.60703 1.08265
P 0.89826 0.73745 2.17670
C 2.50848 0.02284 1.73330
P 3.13303 0.57126 0.11383
O 2.09115 0.40437 -0.93425
C 3.74298 2.24466 0.34338
C 4.76853 2.50798 1.25436
C 5.21820 3.80450 1.42429
C 4.64931 4.83982 0.68571
C 3.63702 4.58085 -0.22371
C 3.18731 3.27705 -0.39710
C 4.62662 -0.39992 -0.18104
C 4.88395 -1.61817 0.43936
C 6.00525 -2.35737 0.09143
C 6.87007 -1.88621 -0.88494
C 6.61746 -0.67318 -1.51203
C 5.50294 0.06945 -1.15858
C 0.42861 -0.17285 3.65755
C 0.48930 -1.56623 3.64958
C 0.13289 -2.28378 4.77967
C -0.29911 -1.61663 5.91805
C -0.38628 -0.23257 5.92299
C -0.02086 0.49012 4.79646
C 1.18532 2.44213 2.63650
C 0.52449 3.42885 1.91143
C 0.78167 4.76598 2.19036
C 1.67844 5.10879 3.18822
C 2.33334 4.12071 3.91830
C 2.09255 2.78800 3.63977
H 2.36106 -1.05789 1.67346
H 3.22061 0.23138 2.53560
H 5.22339 1.70033 1.82014
H 6.01178 4.01312 2.13119
H 5.00194 5.85458 0.82570
H 3.17044 5.37315 -0.79496
H 2.39411 3.05934 -1.09284
H 4.20802 -2.01210 1.18797
H 6.19558 -3.30615 0.57583
H 7.74090 -2.46718 -1.16169
H 7.28674 -0.30630 -2.27939
H 5.30710 1.01656 -1.64886
H 0.77636 -2.10190 2.75078
H 0.17133 -3.36527 4.76165
H -0.58109 -2.17941 6.79882
H -0.74170 0.28781 6.80303
H -0.09163 1.57028 4.80114
H -0.15027 3.15979 1.10796
H 0.28891 5.53021 1.60374
H 1.88101 6.15223 3.39605
H 3.03766 4.39241 4.69433
H 2.60793 2.01822 4.20570
O 0.97611 4.88439 -4.89660
C 0.68319 4.02454 -4.11496
C 0.59582 4.17510 -2.59755
O 0.86264 5.17534 -1.95492
C 0.21699 2.86111 -2.12530
C 0.11810 1.93589 -3.14688
O -0.14224 0.70286 -2.85350
C 0.40239 2.55268 -4.44938
O 0.45906 2.05036 -5.54293
O 0.06938 2.44590 -0.88955
C -2.36201 -3.58556 2.07688
C -2.59776 -3.01130 0.67528
C -2.94506 -1.53485 0.81395
C -1.46630 -3.39858 -0.28281
C -1.32257 -4.76837 -0.49900
C -0.40161 -5.29315 -1.38464
C 0.40933 -4.41336 -2.08225
C 0.31520 -3.04007 -1.91306
C 1.22315 -2.15137 -2.73682
C 2.69362 -2.48963 -2.48459
C 0.88672 -2.22037 -4.22611
C -0.64134 -2.50759 -1.01249
O -0.82777 -1.19606 -0.88053
H -3.26012 -3.46458 2.68967
H -1.55623 -3.03934 2.56830
H -2.09823 -4.64327 2.06216
H -3.49148 -3.50848 0.27719
H -2.14610 -0.97890 1.30632
H -3.84789 -1.44514 1.42187
H -3.12640 -1.05508 -0.14183
H -1.98954 -5.44197 0.03008
H -0.33153 -6.36238 -1.54365
H 1.12872 -4.80095 -2.79646
H 1.06864 -1.12738 -2.43619
H 2.93882 -3.49307 -2.84408
H 2.91736 -2.45807 -1.41642
H 3.35046 -1.77609 -2.98979
H 1.06154 -3.22222 -4.63102
H 1.50132 -1.51181 -4.78621
H -0.15770 -1.95619 -4.39582
C -3.72622 -2.61422 -3.12388
C -4.68872 -1.57382 -2.59048
C -5.92504 -1.41891 -3.45856
O -3.94610 -0.34481 -2.54144
P -4.39268 1.00226 -1.79290
S -5.45100 2.18678 -2.92231
S -2.72032 1.79632 -1.01613
O -5.32208 0.36862 -0.61554
C -5.48448 0.96414 0.68372
C -6.01046 2.38871 0.61556
C -6.44883 0.06185 1.42976
H -4.19759 -3.60013 -3.13029
H -2.82876 -2.65842 -2.50841
H -3.42967 -2.36087 -4.14377
H -4.98982 -1.83085 -1.57181
H -5.63555 -1.12463 -4.46934
H -6.58201 -0.64697 -3.05865
H -6.47053 -2.36512 -3.50548
H -4.50404 0.96381 1.17076
H -6.95018 2.41800 0.06182
H -5.30217 3.04672 0.11596
H -6.17993 2.75885 1.63077
H -7.43091 0.09402 0.95313
H -6.55247 0.39573 2.46473
H -6.10146 -0.97112 1.42843
*
```

Computed properties:
HOMO-LUMO gap (alpha / beta): 6.16 / 6.32 eV
maximum force: 0.008 Eh/bohr
relative energy (zero: lowest compared OMol25 entry of this formula, charge and spin): 19.3 kcal/mol

---

[3]
DFT (ωB97M-V/def2-TZVPD) results for C48H54AsFN9O7PRuS2 as an isolated structure at a distorted geometry.

```
! RIJCOSX wB97M-V def2-TZVPD def2/J DEFGRID3
* xyz 0 5
Ru 0.36825 0.12275 -0.07820
S 1.18506 1.22373 1.77419
C 1.94534 2.70142 1.26163
C 2.74442 3.34394 2.23043
C 3.38054 4.53419 1.94034
C 3.19276 5.11983 0.69033
C 2.36930 4.51093 -0.25302
C 1.75533 3.28947 -0.00532
As 0.58696 2.44356 -1.35512
C 1.70156 2.26028 -2.94623
C 1.65407 1.05735 -3.64684
C 2.31735 0.92169 -4.86324
C 3.05125 1.98592 -5.37643
C 3.11059 3.18792 -4.67641
C 2.42945 3.32753 -3.47507
C -0.37033 4.06204 -1.88350
C -0.87606 4.91084 -0.89800
C -1.56653 6.06264 -1.25452
C -1.77790 6.35773 -2.59747
C -1.32459 5.48456 -3.57746
C -0.62734 4.33407 -3.22193
H 2.85121 2.88479 3.20684
H 3.99819 5.01880 2.68775
H 3.67208 6.06302 0.45417
H 2.18518 5.01680 -1.18857
H 1.10689 0.21685 -3.24738
H 2.25166 -0.01274 -5.41353
H 3.57379 1.87657 -6.32273
H 3.67543 4.02614 -5.07512
H 2.45382 4.28274 -2.96899
H -0.72530 4.67721 0.14751
H -1.93933 6.72993 -0.48360
H -2.30053 7.26550 -2.87770
H -1.51166 5.69871 -4.62385
H -0.27388 3.66286 -3.99037
N 2.06265 -0.36935 -0.74467
P 3.45327 -1.11783 -0.46437
N 3.79139 -2.20847 -1.64192
C 4.07750 -1.64291 -3.00899
C 4.05737 -2.74321 -4.06401
C 4.66842 -4.03607 -3.52442
C 3.89053 -4.55913 -2.28448
C 2.99977 -3.46261 -1.71549
N 4.75049 -0.12591 -0.56951
C 4.65349 1.24810 -0.01784
C 5.80894 2.11365 -0.54182
C 6.25059 1.62324 -1.92019
C 6.85097 0.21340 -1.81693
C 6.13155 -0.60707 -0.73658
N 3.46142 -1.89351 0.98984
C 2.28929 -2.54925 1.60325
C 2.65433 -3.95381 2.08788
C 3.82545 -3.88019 3.07454
C 5.00721 -3.12916 2.45172
C 4.56095 -1.75353 1.96137
H 5.06377 -1.18021 -2.98470
H 3.35972 -0.86620 -3.26939
H 4.61638 -2.39357 -4.92905
H 3.04893 -2.92940 -4.42702
H 5.71365 -3.85013 -3.25338
H 4.66589 -4.78486 -4.31234
H 4.59185 -4.87850 -1.50981
H 3.26829 -5.41646 -2.54683
H 2.62595 -3.73352 -0.73172
H 2.13530 -3.31811 -2.37200
H 4.64954 1.24262 1.08176
H 3.71665 1.66473 -0.34881
H 6.65812 2.08011 0.14804
H 5.46867 3.15072 -0.58793
H 6.97522 2.30788 -2.35917
H 5.37892 1.60195 -2.57803
H 7.91139 0.26883 -1.55737
H 6.78282 -0.28344 -2.78457
H 6.66848 -0.50561 0.21241
H 6.11483 -1.66704 -0.98985
H 1.45320 -2.56656 0.91793
H 1.97822 -1.96383 2.47871
H 2.94803 -4.57229 1.23549
H 1.77803 -4.41459 2.54996
H 4.13085 -4.88279 3.37322
H 3.50052 -3.35491 3.98301
H 5.38910 -3.69209 1.59281
H 5.82208 -3.01839 3.17275
H 5.39180 -1.21567 1.51594
H 4.19756 -1.16704 2.81896
O 0.17269 -7.34747 -6.21058
S 0.69485 -6.07929 -6.69043
O 1.82169 -5.60136 -5.90289
O 0.94158 -6.03105 -8.11504
C -0.67781 -4.90852 -6.35951
N -1.71901 -4.86364 -7.22201
C -2.72399 -4.05650 -6.90640
C -2.73921 -3.26094 -5.76847
C -1.64155 -3.36441 -4.94408
N -0.62396 -4.18272 -5.20929
C -1.43978 -2.55791 -3.69642
C -0.70574 -3.11615 -2.65838
C -0.32842 -2.32287 -1.60424
N -0.61283 -1.00269 -1.54778
C -1.40037 -0.48289 -2.50158
C -1.83968 -1.23165 -3.57817
H -3.56629 -4.04912 -7.59533
H -3.57996 -2.61143 -5.53840
H -0.39847 -4.15253 -2.71404
H 0.24018 -2.72072 -0.78016
H -1.65209 0.55433 -2.39725
H -2.44313 -0.76328 -4.34874
F -3.18155 -3.03820 5.71052
C -3.43365 -2.93703 4.40842
C -3.33761 -1.77489 3.78322
N -3.62043 -1.63229 2.43040
C -3.35498 -0.38626 1.73698
C -1.94401 -0.32852 1.19440
O -1.61810 0.72264 0.52099
O -1.15038 -1.26628 1.39286
C -3.93566 -2.72089 1.63989
O -4.11833 -2.63178 0.44105
N -4.02750 -3.91036 2.33432
C -3.81648 -4.14951 3.69808
O -3.94228 -5.24910 4.17886
H -3.03849 -0.88375 4.31597
H -3.51300 0.44883 2.41049
H -4.03383 -0.29874 0.90242
H -4.25553 -4.71360 1.77948
*
```

Computed properties:
HOMO-LUMO gap (alpha / beta): 6.59 / 3.42 eV
maximum force: 0.030 Eh/bohr

---

[4]
DFT (ωB97M-V/def2-TZVPD) results for a 8-piece molecular cluster, C48H54BF8O6P2 overall at a distorted geometry.

```
! RIJCOSX wB97M-V def2-TZVPD def2/J DEFGRID3
* xyz -1 1
C -0.80795 7.89665 0.56396
C -1.43601 6.51173 0.29234
O -0.56959 5.51238 0.71199
P -1.19328 3.88582 1.06584
C -1.73719 2.12912 1.55961
O 0.10900 3.78133 2.24577
B -2.70944 3.94902 -0.20424
O -4.03062 3.77167 0.23952
O -2.53284 4.16881 -1.55328
C -3.31698 3.36831 -2.42806
C -0.02978 3.19778 -0.33501
C 1.30986 2.62845 0.06288
F -0.68474 2.20689 -1.13572
P -2.46709 4.69936 2.82375
O -2.26639 3.61093 4.08732
O -1.61344 6.02466 3.42502
H -0.37490 8.30344 -0.35251
H -1.55363 8.61676 0.90100
H 0.00004 7.78574 1.28296
H -2.40974 6.50502 0.79889
H -1.63116 6.46699 -0.78622
H -1.63135 1.38820 0.76567
H -2.76824 2.05873 1.91836
H -1.12834 1.79680 2.39839
H 0.60057 4.60321 2.19374
H -4.30614 2.85318 0.23654
H -3.52800 2.38878 -1.99309
H -2.74381 3.23535 -3.34027
H -4.27355 3.84236 -2.65546
H 0.16002 4.04543 -0.99504
H 2.00417 3.40243 0.38055
H 1.75483 2.18728 -0.84019
H 1.23704 1.83285 0.79641
H -3.16515 3.47793 4.38355
H -2.24240 6.74290 3.38120
F -4.00163 2.94829 -5.56110
C -3.39671 2.00568 -6.30779
C -2.28665 1.36222 -5.79617
C -1.67145 0.38687 -6.56624
C -2.16252 0.07475 -7.82713
C -3.27754 0.73847 -8.31943
C -3.90726 1.71100 -7.55600
H -1.91666 1.62365 -4.81356
H -0.80463 -0.13062 -6.17751
H -1.67604 -0.68490 -8.42446
H -3.66064 0.49994 -9.30287
H -4.78163 2.23615 -7.91613
F 2.39377 -0.12994 0.23721
C 1.82791 -1.07750 -0.54137
C 2.47760 -2.28456 -0.70365
C 1.88993 -3.25658 -1.50106
C 0.67765 -3.00077 -2.12629
C 0.04753 -1.77524 -1.94785
C 0.61824 -0.79869 -1.14520
H 3.42322 -2.45919 -0.20923
H 2.37554 -4.20912 -1.63582
H 0.22165 -3.75684 -2.75072
H -0.89768 -1.57472 -2.43654
H 0.14179 0.16139 -0.98962
F 9.19995 -0.70614 -0.81364
C 8.15766 -1.18585 -0.10046
C 8.38739 -2.19126 0.81643
C 7.31530 -2.67944 1.54935
C 6.04108 -2.16597 1.35217
C 5.83624 -1.15719 0.42081
C 6.90173 -0.65568 -0.31249
H 9.38830 -2.57958 0.94888
H 7.47759 -3.46310 2.27749
H 5.20705 -2.55077 1.92445
H 4.84484 -0.75438 0.26607
H 6.76506 0.13469 -1.03800
F -1.88322 -0.56146 2.49050
C -1.13877 -1.33336 3.29252
C 0.23160 -1.15549 3.28853
C 1.00640 -1.95050 4.11862
C 0.41219 -2.90889 4.92975
C -0.96615 -3.06960 4.91381
C -1.75439 -2.27543 4.09314
H 0.67164 -0.40383 2.64559
H 2.08028 -1.81858 4.13260
H 1.02286 -3.52761 5.57418
H -1.43226 -3.81638 5.54334
H -2.83106 -2.37739 4.07002
F -2.25724 6.33118 9.47538
C -1.44011 5.63867 8.64074
C -0.45728 4.84206 9.18918
C 0.37348 4.13323 8.33075
C 0.21378 4.23724 6.95607
C -0.78199 5.04929 6.42684
C -1.62040 5.75516 7.27778
H -0.34919 4.78163 10.26425
H 1.14714 3.49676 8.74127
H 0.86189 3.68425 6.28947
H -0.90746 5.12387 5.35882
H -2.40737 6.38852 6.88919
F 2.71545 -6.18367 -0.61370
C 2.97453 -7.16319 -1.50156
C 4.14605 -7.88277 -1.38354
C 4.40128 -8.88972 -2.30267
C 3.49527 -9.15560 -3.32017
C 2.32597 -8.41381 -3.41781
C 2.05470 -7.40888 -2.50115
H 4.84012 -7.65268 -0.58658
H 5.31211 -9.46791 -2.22301
H 3.70096 -9.93997 -4.03618
H 1.61951 -8.61612 -4.21161
H 1.14636 -6.82257 -2.55375
F -1.23761 -5.66311 -3.08037
C -2.45094 -5.09356 -3.25614
C -2.95305 -4.97601 -4.53542
C -4.19515 -4.38266 -4.70784
C -4.90478 -3.91352 -3.61135
C -4.37314 -4.04096 -2.33538
C -3.13586 -4.63928 -2.14861
H -2.37703 -5.34005 -5.37556
H -4.60742 -4.28409 -5.70302
H -5.86978 -3.44580 -3.75169
H -4.92025 -3.66920 -1.47980
H -2.70150 -4.74950 -1.16409
*
```

Computed properties:
HOMO-LUMO gap: 5.21 eV
maximum force: 0.023 Eh/bohr